Entry 1:
This record from the OMol25 dataset describes C17H46AsMoN3O3P2S2Sb as an isolated structure. The level of theory is ωB97M-V/def2-TZVPD.

Spin multiplicity: 3
Maximum force, eV/A: 0.4
Relative energy (zero: lowest compared OMol25 entry of this formula, charge and spin), kcal per mole: 30.07
E_LUMO (alpha / beta), eV: -8.76 / -9.19
Total charge: +3
Energy, a.u.: -5087.79129
Frontier orbital gap (alpha / beta), eV: 7.64 / 7.49

CARTESIAN COORDINATES (ANGSTROEM)
Mo 0.3161 0.5745 0.2076
N -0.2459 -2.7236 2.3891
N -1.2682 -3.3775 1.7037
C -1.7415 -2.9476 0.5342
N -2.6742 -3.7018 -0.0432
S -1.2422 -1.5699 -0.3609
H 0.6413 -3.1579 2.1609
H -0.4179 -2.8579 3.3783
H -1.5649 -4.2831 2.0392
H -2.9990 -4.5711 0.3541
H -3.0537 -3.4265 -0.9322
C 1.5610 -0.2567 3.6233
P 0.2183 0.6216 2.7662
C -1.2337 0.1850 3.7570
C 0.5269 2.3586 3.2269
C 1.9390 2.7080 2.7826
P 2.2600 2.1609 1.0524
C 3.9655 1.5460 1.1132
C 2.4624 3.7344 0.1852
H 2.5141 -0.1605 3.1109
H 1.3305 -1.3176 3.6969
H 1.6485 0.1518 4.6319
H -0.9287 0.1873 4.8050
H -1.6177 -0.7978 3.4988
H -2.0239 0.9262 3.6424
H 0.4045 2.4810 4.3050
H -0.2187 2.9888 2.7369
H 2.6734 2.2272 3.4293
H 2.1232 3.7801 2.8442
H 4.5919 2.3063 1.5833
H 4.3392 1.3781 0.1046
H 4.0400 0.6174 1.6720
H 3.1757 4.3327 0.7538
H 1.5174 4.2670 0.1128
H 2.8701 3.5709 -0.8057
C 2.1297 -3.1740 -2.1955
As 3.0747 -1.7296 -1.3658
C 4.8165 -2.3212 -0.8371
C 3.3092 -0.3505 -2.6797
S 2.0697 -1.1854 0.4773
H 2.6835 -3.5161 -3.0689
H 1.1438 -2.8189 -2.4865
H 2.0366 -3.9856 -1.4789
H 5.2151 -2.9612 -1.6232
H 4.7423 -2.8797 0.0918
H 5.4644 -1.4583 -0.7002
H 3.9430 -0.7644 -3.4641
H 3.8090 0.5090 -2.2421
H 2.3473 -0.0685 -3.0932
O -0.9277 1.5563 -2.7788
C -0.3766 0.4025 -2.7522
O 0.4844 0.0394 -1.9307
H -0.7508 -0.2851 -3.5125
C -3.7884 -0.0075 1.6829
Sb -2.4294 1.2181 0.6067
C -3.5060 1.2834 -1.2109
C -2.7208 3.1455 1.4372
H -4.1999 0.5376 2.5314
H -3.3153 -0.9231 2.0255
H -4.5987 -0.2614 1.0002
H -4.4845 1.6944 -0.9596
H -3.6268 0.2626 -1.5681
H -3.0387 1.8929 -1.9784
H -3.6814 3.5302 1.0927
H -1.9267 3.8156 1.1144
H -2.7389 3.0914 2.5261
C 0.9814 3.0083 -2.8117
C -0.2672 2.6889 -2.0068
C -1.2860 3.7997 -2.0801
O -0.0561 2.3165 -0.6877
H 0.7308 3.0607 -3.8713
H 1.7629 2.2651 -2.6618
H 1.3532 3.9864 -2.5262
H -0.8247 4.7228 -1.7289
H -2.1511 3.5833 -1.4523
H -1.6197 3.9541 -3.1058

Results of the Mulliken charge analysis, in e, for atoms 1 through 8:
1. Mo 0.175
2. N -0.346
3. N -0.514
4. C 0.546
5. N -0.429
6. S -0.233
7. H 0.279
8. H 0.358

***

Entry 2:
This record from the OMol25 dataset describes a 14-piece molecular cluster, C84H124F36N13P6 overall at a distorted geometry. The level of theory is ωB97M-V/def2-TZVPD.

Maximum force, eV/A: 8.3
E_LUMO, eV: -10.44
Total charge: +7
Energy, a.u.: -9629.02167
Frontier orbital gap, eV: 7.79

CARTESIAN COORDINATES (ANGSTROEM)
C -1.8186 13.6222 -12.0345
C -1.0264 12.4404 -11.4200
C -1.9792 11.3254 -10.9619
N -1.4329 10.3545 -9.9518
C -0.1642 9.7764 -10.3327
C -2.4788 9.1529 -9.7849
C -1.9464 8.4912 -8.5425
C -1.3958 9.6116 -7.6851
C -1.2660 10.8605 -8.5370
H -2.4019 13.1553 -12.9026
H -1.0747 14.3659 -12.3633
H -2.4784 14.0754 -11.3369
H -0.5475 12.8137 -10.4886
H -0.4003 12.0501 -12.1834
H -2.3859 10.6711 -11.7326
H -2.8476 11.7842 -10.5178
H -0.2014 9.0188 -11.1214
H 0.2567 9.3847 -9.4334
H 0.5445 10.6037 -10.6928
H -2.3971 8.4711 -10.6722
H -3.4828 9.6155 -9.6457
H -1.1466 7.7168 -8.6749
H -2.7567 7.8811 -8.1181
H -0.4294 9.1790 -7.3720
H -1.9716 9.8531 -6.7633
H -0.4458 11.5269 -8.3900
H -2.1446 11.5582 -8.4017
C 0.4510 2.4371 -3.5047
C 0.0065 1.8526 -2.1254
C 0.9396 0.7562 -1.6137
N 0.5934 -0.0784 -0.4416
C 1.6312 -1.1639 -0.2177
C -0.8262 -0.6506 -0.5143
C -1.7193 0.0933 0.4792
C -0.7247 0.0954 1.5970
C 0.4710 0.6996 0.8675
H -0.1012 3.3861 -3.7043
H 0.5500 1.6843 -4.2665
H 1.4930 2.9399 -3.3763
H -0.9845 1.4782 -2.3231
H -0.1054 2.6421 -1.4281
H 1.9734 1.1944 -1.3642
H 1.1479 0.0357 -2.4675
H 2.6275 -0.6683 -0.1401
H 1.5362 -1.9462 -0.9809
H 1.2553 -1.5920 0.7124
H -0.8184 -1.7089 -0.2797
H -1.2198 -0.5253 -1.5566
H -2.6100 -0.4702 0.6648
H -2.0526 1.1347 0.2278
H -0.5239 -0.8949 2.0117
H -1.0309 0.7179 2.4146
H 1.4358 0.6495 1.3880
H 0.2418 1.7537 0.6475
C 15.7780 -2.2213 3.5216
C 14.8697 -3.4307 4.3945
C 13.4118 -3.0396 4.0859
N 12.5314 -3.8696 5.0816
C 12.7461 -3.4912 6.5318
C 12.5679 -5.3911 5.0045
C 11.6652 -5.7152 3.8002
C 10.6192 -4.5580 3.6555
C 11.0457 -3.6354 4.6859
H 15.5547 -1.2402 3.7731
H 15.6723 -2.4457 2.4275
H 16.7919 -2.9029 3.7916
H 15.0929 -3.3234 5.4732
H 15.2027 -4.4206 4.0964
H 13.0463 -3.2392 3.0770
H 13.1188 -2.1064 4.3421
H 11.9527 -3.9607 7.1523
H 12.7713 -2.4122 6.5527
H 13.6838 -3.8993 6.8969
H 12.1519 -5.6978 6.0924
H 13.5800 -5.6266 4.7157
H 11.1959 -6.9212 3.5855
H 12.4484 -5.6362 2.8320
H 9.6392 -5.2109 4.0265
H 10.4059 -4.5390 2.4853
H 10.3452 -4.0775 5.7129
H 11.0075 -2.5688 4.4702
C 2.4613 4.5550 1.1044
N 3.6411 4.2582 0.2945
C 3.5636 4.3934 -1.0260
C 4.6846 4.2069 -1.8856
C 5.8467 3.8443 -1.2555
C 5.9607 3.6953 0.1016
C 4.8065 3.8921 0.8497
C 6.9522 3.3249 -2.1151
C 6.9684 1.9618 -2.1674
C 7.9639 1.4235 -2.9290
N 8.9549 2.1553 -3.4894
C 8.9647 3.4744 -3.4277
C 7.9095 4.0954 -2.7320
C 10.0208 1.3858 -4.1716
H 1.5990 4.6474 0.4388
H 2.5383 5.5092 1.6306
H 2.3584 3.6795 1.7946
H 2.4883 4.5779 -1.4218
H 4.6167 4.4094 -2.9259
H 6.8883 3.3374 0.5829
H 4.7017 3.7386 1.9237
H 6.2711 1.3176 -1.6712
H 7.9684 0.3622 -3.0733
H 9.7981 4.0572 -3.8200
H 7.9076 5.1687 -2.5608
H 10.4093 1.9948 -4.9825
H 9.5867 0.5836 -4.6272
H 10.8037 1.1172 -3.4349
C -0.3857 -6.4078 -0.8778
N -0.9167 -7.7096 -0.5766
C -1.7893 -7.9003 0.4732
C -2.0632 -9.1750 0.9041
C -1.4672 -10.1895 0.1726
C -0.6992 -10.0074 -0.9576
C -0.4407 -8.7177 -1.3094
C -1.6299 -11.5361 0.7260
C -0.5158 -12.3298 1.1664
C -0.7100 -13.4693 1.8688
N -1.9276 -13.9491 2.0936
C -3.0483 -13.3063 1.6479
C -2.8737 -12.0954 0.9704
C -2.1456 -15.2612 2.8108
H -0.9674 -5.5704 -0.4175
H -0.2825 -6.2528 -1.9577
H 0.5864 -6.4632 -0.4167
H -2.0751 -6.9191 0.8380
H -2.6934 -9.3362 1.7887
H -0.3712 -10.9146 -1.4827
H 0.2243 -8.4780 -2.1107
H 0.5029 -11.9024 1.0176
H 0.0962 -14.1134 2.1245
H -4.0153 -13.8089 1.9100
H -3.7713 -11.5872 0.5185
H -3.1620 -15.4931 2.8754
H -1.7810 -15.0230 3.7811
H -1.6903 -16.0645 2.2140
C -1.8635 -3.0186 -5.4813
N -2.8131 -3.9761 -6.0736
C -2.6624 -4.2579 -7.3869
C -3.5651 -5.0291 -8.0317
C -4.6698 -5.5285 -7.3110
C -4.7819 -5.2809 -5.9452
C -3.7496 -4.5588 -5.3129
C -5.7209 -6.1636 -8.0536
C -5.6685 -7.4178 -8.6523
C -6.7835 -7.9649 -9.1968
N -7.8607 -7.2730 -9.3739
C -7.9106 -5.9818 -9.0249
C -6.8181 -5.4026 -8.4208
C -9.0581 -7.8756 -10.1323
H -0.7997 -3.4940 -5.5652
H -2.1744 -2.8747 -4.4627
H -2.0793 -2.0739 -6.0806
H -1.8130 -3.7777 -7.8376
H -3.4956 -5.1730 -9.1024
H -5.6888 -5.5620 -5.4258
H -3.7649 -4.3160 -4.2589
H -4.7448 -8.0068 -8.4956
H -6.8309 -8.9634 -9.5939
H -8.8588 -5.5195 -9.1843
H -6.9427 -4.3724 -8.1204
H -8.8526 -8.9385 -10.2731
H -8.9854 -7.4771 -11.1482
H -10.0118 -7.5355 -9.7236
C -7.5346 7.1662 4.5976
N -6.7943 8.4185 5.0646
C -7.5357 9.5170 5.3566
C -6.8897 10.6838 5.7249
C -5.5019 10.7247 5.9449
C -4.8187 9.4846 5.8243
C -5.4656 8.4315 5.2348
C -4.8085 11.9593 6.2580
C -5.2181 13.1682 5.7124
C -4.6393 14.3690 5.9917
N -3.5434 14.3621 6.8418
C -3.1202 13.2074 7.3877
C -3.7068 11.9567 7.0670
C -2.8063 15.6003 7.0681
H -8.6075 7.3761 4.3980
H -7.5017 6.3579 5.3307
H -7.0381 6.8016 3.7418
H -8.6063 9.4345 5.3069
H -7.4162 11.6085 5.8169
H -3.7594 9.3644 5.9673
H -5.0099 7.4791 4.7918
H -6.1561 13.2218 5.1307
H -4.8758 15.3240 5.6021
H -2.2428 13.2529 7.9974
H -3.4079 11.1073 7.6524
H -3.0954 16.3871 6.3834
H -1.7655 15.3611 6.9906
H -2.9910 15.9838 8.0576
C -4.7040 -7.3594 12.3485
N -4.5891 -6.2043 11.3361
C -5.6883 -5.7760 10.7267
C -5.6073 -4.9175 9.6602
C -4.3971 -4.4573 9.1658
C -3.2194 -4.8119 9.8502
C -3.3845 -5.6981 11.0080
C -4.2870 -3.6485 7.8853
C -5.0119 -4.0908 6.7846
C -4.9075 -3.4430 5.5832
N -4.1859 -2.3017 5.4729
C -3.4814 -1.8749 6.4965
C -3.5275 -2.5139 7.7232
C -3.9018 -1.8034 4.0879
H -5.5540 -7.1748 13.0274
H -3.8190 -7.3117 12.9352
H -4.7633 -8.2337 11.6704
H -6.6364 -6.1468 11.1115
H -6.5454 -4.5309 9.2373
H -2.2592 -4.4400 9.4886
H -2.5396 -5.9606 11.6216
H -5.5664 -5.0802 6.8074
H -5.3780 -3.8826 4.6986
H -2.8573 -1.0212 6.3360
H -3.0135 -2.0918 8.6077
H -4.7986 -1.6017 3.5148
H -3.3651 -2.6457 3.5946
H -3.3751 -0.8496 4.1948
P -4.9782 4.4951 3.3776
F -5.9156 3.9198 2.1768
F -5.2024 6.0225 2.8429
F -6.3080 4.6061 4.2773
F -4.1355 5.1500 4.5899
F -4.8068 3.0029 3.9319
F -3.6580 4.4230 2.4367
P 0.5774 6.3165 -2.6336
F 0.4609 7.6742 -3.3543
F -0.8168 5.8024 -3.3310
F 1.3997 5.6280 -3.7831
F 0.7430 4.8419 -1.7773
F 1.9286 6.7936 -1.8997
F -0.2755 6.7876 -1.3288
P 5.3220 0.0372 0.9787
F 6.4677 -1.0926 0.7761
F 4.9240 -0.0565 -0.5520
F 4.3003 -1.0655 1.5122
F 4.1443 1.2595 1.1560
F 5.8159 0.3273 2.4801
F 6.3970 1.1640 0.4927
P 1.1323 -3.8507 -3.1768
F 2.1220 -2.6936 -2.7536
F 2.3883 -4.8395 -3.4017
F 0.9515 -4.3451 -1.6311
F 0.1779 -5.0949 -3.6030
F -0.1613 -2.9074 -2.9908
F 1.2000 -3.4681 -4.7463
P -2.8968 -6.0126 4.0662
F -3.3944 -7.1413 3.1084
F -2.3117 -5.2223 2.7463
F -4.3001 -5.2042 3.8097
F -2.4680 -4.7125 5.0383
F -3.5547 -6.7503 5.3749
F -1.5000 -6.7567 4.4026
P -3.9987 -4.6136 -1.5005
F -4.9895 -4.9018 -2.7944
F -4.6117 -5.8197 -0.6872
F -2.9033 -5.6364 -2.2110
F -2.9987 -4.2824 -0.3284
F -3.3379 -3.4336 -2.4640
F -5.0762 -3.5906 -0.8823

Results of the Mulliken charge analysis, in e, for atoms 1 through 8:
1. C -1.372
2. C -0.341
3. C -0.870
4. N 0.134
5. C -0.981
6. C -0.494
7. C -0.659
8. C -0.659

***

Entry 3:
This record from the OMol25 dataset describes a 2-piece molecular cluster, C4H12 overall at a distorted geometry. The level of theory is ωB97M-V/def2-TZVPD.

Maximum force, eV/A: 2.9
Relative energy (zero: lowest compared OMol25 entry of this formula, charge and spin), kcal per mole: 26.92
E_LUMO, eV: 1.14
Total charge: 0
Energy, a.u.: -159.54207
Frontier orbital gap, eV: 12.17
SMILES: CC.CC

CARTESIAN COORDINATES (ANGSTROEM)
C -1.7578 -0.9538 0.4867
C -1.2962 -1.4872 1.8550
H -2.7712 -1.3185 0.2634
H -2.1896 0.0513 0.6443
H -1.1554 -1.1422 -0.4129
H -1.5672 -0.7258 2.6001
H -0.2750 -1.9025 1.8245
H -1.8763 -2.3820 2.0676
C 1.3820 1.9754 -0.9272
C 1.7998 0.5906 -1.4294
H 1.0187 2.6296 -1.7911
H 0.4392 1.8760 -0.3355
H 2.1583 2.3452 -0.2565
H 1.4784 -0.3004 -0.8695
H 1.7279 0.4403 -2.5151
H 2.8842 0.3040 -1.2044

Results of the Mulliken charge analysis, in e, for atoms 1 through 8:
1. C -0.843
2. C -0.765
3. H 0.334
4. H 0.247
5. H 0.257
6. H 0.271
7. H 0.245
8. H 0.252